59
Properties=species:S:1:pos:R:3:forces:R:3 method="wB97M-V/def2-TZVPD" de_lowest_ev=0.006 multiplicity=1 orbital_gap_ev=5.19 homo_energy_ev=-5.13 e_tot_ha=-2421.94731 mol_weight_g_mol=476.54
Sc 0.107478 0.084388 -0.135478 -0.1 0.2 0.5
C 0.852001 3.261947 2.690602 0.0 0.1 0.1
C 1.007529 2.277973 1.581670 -0.6 0.2 -0.3
N -0.126500 1.897439 0.810478 0.2 -0.1 0.4
N -1.286000 2.603634 0.965981 0.1 0.0 -0.1
C -2.333646 2.303980 0.236159 -0.1 -0.1 -0.2
N -3.476910 3.066661 0.397622 0.0 0.0 0.0
S -2.271313 1.032212 -0.901142 0.0 0.1 0.1
C 2.159238 1.678163 1.189638 0.6 -0.2 -0.1
C 3.451311 1.819851 1.851136 -0.3 0.1 0.0
C 4.550755 1.222851 1.361063 0.2 -0.2 -0.2
C 4.474753 0.405442 0.177055 0.1 0.1 0.2
C 3.254571 0.238831 -0.381233 -0.3 0.0 -0.1
N 2.099060 0.811246 0.062423 0.3 0.0 0.1
H 0.380807 4.196467 2.354854 0.0 0.0 0.0
H 1.820429 3.560475 3.084066 0.0 0.0 0.0
H 0.257840 2.886988 3.534071 0.0 0.0 0.0
H -1.294145 3.401678 1.586974 0.0 0.0 0.0
H -3.675435 3.379799 1.336424 0.0 0.0 0.0
H -4.282984 2.664214 -0.052493 0.0 0.0 0.0
H 3.520159 2.413854 2.752667 0.0 0.0 0.0
H 5.500011 1.348487 1.868537 0.0 0.0 0.0
H 5.344082 -0.077851 -0.242975 0.0 0.0 0.0
H 3.139687 -0.399807 -1.254545 0.0 0.0 0.0
C 4.034910 -1.355081 -5.034224 0.0 0.0 0.0
C 3.378444 -2.427889 -4.440940 0.0 0.0 0.0
C 2.222880 -2.216137 -3.709394 0.0 0.0 0.0
C 1.711629 -0.928316 -3.567617 -0.1 0.0 0.1
C 2.370989 0.141673 -4.161667 0.1 0.0 0.0
C 3.530848 -0.071494 -4.893467 0.0 0.0 0.0
C 0.491638 -0.665520 -2.769431 0.1 0.1 0.1
C -0.160650 -1.563226 -2.063726 0.0 -0.4 -0.1
C -0.734509 -2.571313 -1.432884 -0.1 0.0 -0.2
C -1.829426 -3.295407 -2.092015 0.1 0.0 0.1
C -2.380524 -4.362046 -1.507203 -0.1 -0.1 0.1
C -1.928914 -4.856867 -0.205818 -0.1 0.1 -0.2
C -0.982707 -4.212967 0.472944 0.0 0.0 0.0
C -0.354703 -2.933329 0.008072 0.0 0.0 -0.1
H 4.940981 -1.521771 -5.602024 0.0 0.0 0.0
H 3.772330 -3.430296 -4.546820 0.0 0.0 0.0
H 1.710985 -3.048230 -3.240544 0.0 0.0 0.0
H 1.981504 1.144986 -4.036132 0.0 0.0 0.0
H 4.042250 0.767309 -5.346813 0.0 0.0 0.0
H 0.144539 0.373157 -2.777781 0.0 0.0 0.0
H -2.167005 -2.942196 -3.056904 0.0 0.0 0.0
H -3.181537 -4.887816 -2.012248 0.0 0.0 0.0
H -2.381924 -5.754564 0.194036 0.0 0.0 0.0
H -0.664705 -4.583942 1.441036 0.0 0.0 0.0
H 0.732789 -3.068083 0.036271 0.0 0.0 0.0
C 1.164978 -1.987189 2.605666 0.0 -0.1 0.0
O 0.538939 -1.248254 1.576871 0.0 0.3 -0.4
C -0.652445 -1.698505 0.892845 -0.2 -0.2 0.1
C -1.850284 -1.782070 1.799213 -0.1 -0.1 0.1
H 0.520086 -2.048999 3.485699 0.0 0.0 0.0
H 2.086414 -1.467962 2.862073 0.0 0.0 0.0
H 1.402995 -3.000032 2.262243 0.0 0.0 0.0
H -1.780863 -2.541895 2.591400 0.0 0.0 0.0
H -2.738217 -2.015785 1.207396 0.0 0.0 0.0
H -2.033697 -0.817536 2.279126 0.0 0.0 0.0